Entry 1
Here is a gas-phase ion, C3H8NO3 (charge +1) from the Open Molecules 2025 dataset. Energies are from ωB97M-V/def2-TZVPD.

Each line ends with the natural charge from an NBO analysis.
Atoms and positions in Å:
O: 1.680 1.640 -0.100  -0.447
O: -1.657 0.512 0.239  -0.757
O: 2.016 -0.957 0.192  -0.678
N: -0.206 -1.712 -0.311  -0.725
C: -0.758 1.548 -0.094  -0.193
C: 0.656 1.065 0.039  0.567
C: 0.744 -0.543 0.371  0.179
H: 0.083 -2.569 0.173  0.446
H: -2.535 0.881 0.397  0.516
H: -0.025 -1.807 -1.312  0.440
H: -0.890 1.844 -1.151  0.229
H: 0.431 -0.620 1.422  0.201
H: -1.179 -1.448 -0.114  0.466
H: -0.911 2.445 0.514  0.238
H: 2.549 -0.278 -0.264  0.519

**HOMO-LUMO gap**: 0.4049 hartree
**LUMO**: -3.8943 eV
**Net charge**: +1

Entry 2
Here is 2 unconnected molecules or ions with the total composition C3H8NO3 from the Open Molecules 2025 dataset. Energies are from ωB97M-V/def2-TZVPD.

Each line ends with the natural charge from an NBO analysis.
Atoms and positions in Å:
O: -0.305 -0.564 -0.941  -0.430
O: 1.878 0.105 -0.253  -0.185
O: 1.875 -0.130 -1.650  -0.149
N: 0.137 1.923 -1.011  -0.969
C: -0.125 -1.138 1.569  -0.663
C: 0.800 -0.058 -0.983  1.043
C: -1.047 -0.937 0.318  -0.086
H: 0.764 -1.763 1.197  0.240
H: -1.817 -0.292 0.543  0.208
H: 0.905 2.502 -0.759  0.418
H: -0.631 1.727 -0.394  0.401
H: -1.756 -1.812 0.065  0.254
H: -0.183 2.221 -1.918  0.413
H: -0.872 -1.614 2.248  0.269
H: 0.376 -0.170 1.970  0.236

**HOMO-LUMO gap**: 0.4605 hartree
**LUMO**: -3.6025 eV
**Net charge**: +1

Stability check: which of them is most stable? entry 1.

Entry 1
Here is 2 unconnected molecules or ions with the total composition C4H8NO2 from the Open Molecules 2025 dataset. Energies are from ωB97M-V/def2-TZVPD.

Each line ends with the natural charge from an NBO analysis.
Atoms and positions in Å:
O: 1.494 1.488 0.823  -0.545
O: 0.187 -0.518 -2.293  -0.630
N: -1.269 0.903 0.234  -0.788
C: 0.842 -0.725 -1.233  0.450
C: 1.998 0.398 0.702  0.452
C: 1.311 -0.693 -0.043  -0.567
C: -1.784 -0.397 0.716  -0.090
H: -0.213 1.108 0.353  0.484
H: -1.633 1.277 -0.658  0.456
H: 2.940 0.105 1.056  0.157
H: 1.412 -1.569 0.596  0.234
H: 0.201 -1.338 -2.946  0.532
H: -1.797 -0.606 1.730  0.201
H: -1.529 1.668 0.932  0.450
H: -2.160 -1.101 0.030  0.203

**HOMO-LUMO gap (alpha / beta)**: 0.3796 / 0.2382 hartree
**LUMO (alpha / beta)**: -3.4862 / -4.9441 eV
**Net charge**: +1

Entry 2
Here is a gas-phase ion, C4H8NO2 (charge +1) from the Open Molecules 2025 dataset. Energies are from ωB97M-V/def2-TZVPD.

Each line ends with the natural charge from an NBO analysis.
Atoms and positions in Å:
O: 1.486 -0.313 1.180  -0.392
O: 2.022 1.654 2.132  -0.540
N: -0.957 -0.621 -0.868  -0.549
C: 1.131 0.830 1.702  0.688
C: 0.825 -1.358 0.670  -0.080
C: -0.795 0.780 -1.024  -0.403
C: -0.288 -1.519 -0.096  0.038
H: -0.709 -2.512 -0.202  0.253
H: -1.607 -0.988 -1.480  0.405
H: 1.275 -2.196 1.124  0.221
H: -0.587 1.199 -0.042  0.156
H: 2.910 1.148 2.006  0.540
H: -1.733 1.160 -1.521  0.250
H: 0.154 0.985 -1.653  0.209
H: 0.061 1.063 1.618  0.204

**HOMO-LUMO gap (alpha / beta)**: 0.2790 / 0.2791 hartree
**LUMO (alpha / beta)**: -5.0329 / -5.0316 eV
**Net charge**: +1

Entry 3
Here is a gas-phase ion, C4H8NO2 (charge +1) from the Open Molecules 2025 dataset. Energies are from ωB97M-V/def2-TZVPD.

Each line ends with the natural charge from an NBO analysis.
Atoms and positions in Å:
O: -0.999 -0.436 -1.931  -0.667
O: -1.090 0.685 1.566  -0.454
N: 0.610 0.339 -0.221  -0.433
C: 0.284 -0.648 -1.434  0.115
C: 0.924 -0.312 1.072  -0.210
C: -0.714 1.122 0.246  0.094
C: -0.041 -0.154 1.970  0.172
H: 0.305 -1.755 -1.149  0.214
H: 1.310 1.130 -0.536  0.461
H: 1.875 -0.790 1.368  0.274
H: 1.098 -0.377 -2.026  0.192
H: -0.292 -0.571 2.983  0.270
H: -0.409 2.229 0.308  0.222
H: -1.395 0.807 -0.504  0.242
H: -1.467 -1.269 -1.712  0.507

**HOMO-LUMO gap**: 0.3960 hartree
**LUMO**: -3.4969 eV
**Net charge**: +1

Entry 4
Here is a gas-phase ion, C4H8NO2 (charge +1) from the Open Molecules 2025 dataset. Energies are from ωB97M-V/def2-TZVPD.

Each line ends with the natural charge from an NBO analysis.
Atoms and positions in Å:
O: 2.082 0.765 0.051  -0.642
O: -2.612 0.651 0.019  -0.509
N: -0.311 -0.694 0.637  -0.509
C: 0.902 1.276 -0.074  0.279
C: -1.606 1.267 -0.186  0.424
C: 0.191 -1.796 -0.259  -0.442
C: -0.272 0.605 0.142  -0.155
H: -0.587 -1.838 -1.060  0.252
H: -1.265 -0.851 0.841  0.453
H: -0.196 -2.753 0.186  0.249
H: 2.830 1.255 -0.313  0.532
H: -1.390 2.256 -0.653  0.157
H: 1.274 -1.685 -0.461  0.264
H: 0.892 2.280 -0.475  0.205
H: 0.069 -0.739 1.604  0.442

**HOMO-LUMO gap**: 0.3866 hartree
**LUMO**: -3.8440 eV
**Net charge**: +1

Stability check: which of them is most stable? entry 4.

Entry 1
Here is a single C8H13N molecule from the Open Molecules 2025 dataset. Energies are from ωB97M-V/def2-TZVPD.

Each line ends with the natural charge from an NBO analysis.
Atoms and positions in Å:
N: -0.621 0.289 -1.451  -0.521
C: 0.327 -1.861 1.523  -0.638
C: 1.480 1.207 1.491  -0.632
C: 0.145 1.174 -0.735  0.120
C: -1.410 -2.128 -1.075  -0.648
C: -0.729 -0.841 -0.658  0.134
C: -0.003 2.631 -1.148  -0.649
C: 0.609 0.572 0.439  -0.079
C: 0.098 -0.775 0.560  -0.080
H: 0.990 3.021 -1.410  0.224
H: -1.384 0.660 -1.983  0.403
H: -0.649 2.740 -2.085  0.211
H: -0.836 -2.610 -1.882  0.212
H: -1.449 -2.796 -0.217  0.219
H: 2.012 1.948 0.860  0.214
H: -2.453 -2.094 -1.424  0.209
H: -0.100 -1.459 2.398  0.221
H: 2.222 0.476 1.777  0.211
H: -0.135 -2.886 1.280  0.219
H: 0.997 1.630 2.301  0.210
H: 1.382 -2.074 1.676  0.218
H: -0.493 3.176 -0.237  0.223

**HOMO-LUMO gap**: 0.2986 hartree
**LUMO**: 0.9839 eV
**Net charge**: 0

Entry 2
Here is a molecular structure, C8H13N from the Open Molecules 2025 dataset. Energies are from ωB97M-V/def2-TZVPD.

Each line ends with the natural charge from an NBO analysis.
Atoms and positions in Å:
N: 1.454 -1.193 0.158  -0.648
C: -1.193 1.002 -0.329  -0.172
C: 0.271 -1.183 1.188  -0.119
C: 0.894 -0.741 2.448  -0.577
C: 0.074 0.348 -1.790  -0.196
C: -0.078 0.048 0.656  -0.236
C: -1.615 0.359 -1.659  -0.419
C: -0.064 1.736 -1.020  -0.417
C: 0.287 -0.655 -0.646  -0.037
H: -0.410 -1.365 -0.894  0.159
H: -2.054 1.130 -2.363  0.222
H: 0.073 -0.784 3.415  0.195
H: -0.357 -2.023 1.207  0.223
H: 1.357 0.306 2.446  0.218
H: 0.797 2.071 -0.503  0.206
H: 0.642 0.829 0.859  0.211
H: -1.917 1.407 0.272  0.199
H: -0.383 2.701 -1.620  0.211
H: 0.515 0.291 -2.725  0.210
H: 2.035 -2.118 -0.086  0.356
H: 1.781 -1.448 2.773  0.204
H: -2.107 -0.716 -1.786  0.206

**HOMO-LUMO gap**: 0.3617 hartree
**LUMO**: 1.0516 eV
**Net charge**: 0

Entry 3
Here is a single C8H13N molecule from the Open Molecules 2025 dataset. Energies are from ωB97M-V/def2-TZVPD.

Each line ends with the natural charge from an NBO analysis.
Atoms and positions in Å:
N: 1.030 0.527 -0.833  -0.616
C: -1.221 0.562 -1.394  -0.385
C: 0.477 -1.665 -0.889  -0.191
C: 0.602 1.582 1.014  -0.354
C: -1.205 0.003 0.824  -0.693
C: -0.512 -1.123 -1.613  -0.292
C: -0.290 0.801 -0.172  0.057
C: 1.260 -0.741 -0.046  -0.344
C: 1.528 0.063 1.268  -0.380
H: -1.187 1.269 -2.280  0.220
H: 0.208 1.879 2.128  0.202
H: -2.288 0.613 -1.395  0.217
H: 1.105 0.300 -1.778  0.376
H: -1.838 -0.618 0.223  0.227
H: 1.297 -0.744 2.088  0.201
H: 1.228 2.352 0.564  0.224
H: 0.401 -0.864 0.552  0.380
H: -0.767 -0.419 1.758  0.222
H: 0.675 -2.748 -0.887  0.232
H: -1.941 0.709 1.416  0.246
H: -1.205 -2.063 -1.927  0.221
H: 2.644 0.324 1.377  0.228

**HOMO-LUMO gap**: 0.3116 hartree
**LUMO**: 0.9339 eV
**Net charge**: 0

Stability check: which of them is most stable? entry 1.